ORCA calculation (wB97M-V/def2-TZVPD) on an isolated molecule of C7H9Cl.

- HOMO energy (eV) = -8.98
- SMILES = C#C/C=C(/C)[C@@H](C)Cl
- orbital gap (eV) = 9.834
- spin multiplicity = 1

Each line ends with the Löwdin charge.
Atoms and positions in Å:
C: -3.265825 0.141497 -1.046991  0.130
C: -2.094646 -0.152175 -1.118619  -0.145
C: -0.729608 -0.452182 -1.314797  -0.092
C: 0.337083 -0.059962 -0.563038  -0.331
C: 1.769730 -0.400569 -0.904289  -0.073
C: 0.129251 0.756642 0.727163  -0.698
C: 0.495782 -0.083921 2.000506  -0.110
Cl: 1.116541 2.230473 0.703045  0.626
H: -4.303793 0.287623 -1.063857  0.017
H: -0.459728 -1.032266 -2.170742  0.100
H: 2.216091 -0.811178 0.055233  0.092
H: 1.692943 -1.216145 -1.663181  0.084
H: 2.330659 0.535958 -1.263881  0.096
H: -0.933860 1.090719 0.739534  0.093
H: -0.021575 0.288514 2.885278  0.073
H: 0.150731 -1.107779 1.860012  0.082
H: 1.570225 -0.015251 2.138625  0.057

Cartesian forces, eV/Å:
1.42 -0.59 -0.17
-1.19 0.53 0.13
2.08 0.43 0.98
-0.93 0.76 0.40
-0.30 -0.11 0.24
-1.03 -1.17 -0.06
-0.65 0.64 -0.86
0.19 0.44 -0.04
-0.60 0.23 0.14
-0.20 -0.41 -0.58
-0.05 0.51 -1.32
0.70 0.76 0.42
-0.70 -1.62 0.52
0.82 -0.26 0.17
0.17 0.25 -0.08
0.23 -0.10 -0.07
0.05 -0.29 0.18

=====

ORCA calculation (wB97M-V/def2-TZVPD) on a cluster of 2 separate species, C3H12N4 in total.

- HOMO energy (eV) = -19.58
- orbital gap (eV) = 11.866
- spin multiplicity = 1
- total charge = +2

Each line ends with the Löwdin charge.
Atoms and positions in Å:
C: -0.190692 -0.773016 -1.619197  -0.236
C: -0.506089 -0.461310 2.098426  0.035
C: 0.175118 0.654238 1.414435  -0.395
N: -0.923084 -0.130696 -2.477575  0.208
N: -0.539756 1.813630 1.425215  0.220
N: 0.899235 -1.342211 -1.959033  0.191
N: 1.447116 0.601347 1.058432  0.233
H: -0.478059 -1.261841 1.443838  0.055
H: 0.032254 -0.740423 2.970324  0.113
H: -1.599608 -0.106402 2.351933  0.162
H: -1.855713 0.278771 -2.443614  0.164
H: -0.464722 0.188574 -3.347155  0.164
H: -1.275204 1.856948 2.100421  0.123
H: -0.225895 2.723223 1.012566  0.172
H: 1.500584 -2.061691 -1.497166  0.184
H: 1.190525 -1.205537 -2.957434  0.178
H: 1.650399 -0.274533 0.628453  0.108
H: -0.703713 -1.116858 -0.705340  0.158
H: 1.867303 1.357788 0.502471  0.164

Cartesian forces, eV/Å:
-3.33 -1.71 1.15
-2.24 2.21 0.50
-1.54 3.76 1.87
0.53 1.97 -2.07
2.19 -0.55 -1.04
3.59 -0.98 -2.20
-0.39 0.36 -1.92
-0.43 -2.06 -1.08
0.43 -0.20 0.94
2.19 -1.25 -0.47
0.20 -0.47 1.05
-0.33 -0.47 0.42
-0.63 0.20 0.04
-0.16 -1.26 0.67
-1.25 1.02 0.03
-0.07 -0.20 1.24
0.94 -0.89 0.34
0.51 0.58 -0.17
-0.23 -0.06 0.70

=====

ORCA calculation (wB97M-V/def2-TZVPD) on a structure of composition C32H23F5NP2PdS3.

- HOMO energy (spin up / spin down) (eV) = -2.47 / -4.27
- orbital gap (spin up / spin down) (eV) = 4.616 / 5.947
- spin multiplicity = 3
- total charge = -1
- <S²> = 2.013

Each line ends with the Löwdin charge.
Atoms and positions in Å:
Pd: -2.122716 0.212082 1.064279  0.365
C: 0.563524 -0.903494 -2.045079  -0.172
N: 0.352882 -0.192783 -0.770299  -0.495
P: 0.329431 1.531931 -0.773176  0.995
C: 1.540450 2.008424 -2.011908  -0.360
C: 2.891190 1.718329 -1.774778  -0.133
C: 3.880551 1.880571 -2.675926  -0.108
C: 3.541258 2.314414 -3.988054  -0.070
C: 2.169925 2.530103 -4.321386  -0.090
C: 1.181498 2.376035 -3.345524  -0.094
C: 0.964278 2.239159 0.800021  -0.371
C: 0.413532 3.461799 1.276214  -0.074
C: 1.212169 4.223209 2.130379  -0.083
C: 2.402507 3.682373 2.663464  -0.078
C: 2.832159 2.388963 2.290148  -0.064
C: 2.050351 1.650156 1.401984  -0.149
P: -0.307378 -1.119721 0.612691  0.942
C: 0.769458 -1.117089 2.116597  -0.361
C: 1.907092 -1.922141 2.265980  -0.103
C: 2.604938 -1.894022 3.475735  -0.081
C: 2.028426 -1.328782 4.644861  -0.072
C: 0.892908 -0.558381 4.484993  -0.093
C: 0.317917 -0.401974 3.259332  -0.149
C: -0.315066 -2.910225 0.168666  -0.323
C: 0.744794 -3.562634 -0.495263  -0.140
C: 0.557144 -4.747511 -1.148124  -0.100
C: -0.717343 -5.331114 -1.216337  -0.084
C: -1.767620 -4.753163 -0.513951  -0.080
C: -1.551680 -3.585079 0.203121  -0.087
H: 1.623428 -1.261652 -2.126234  0.082
H: 0.364541 -0.264332 -2.896353  0.058
H: -0.113310 -1.776670 -2.187968  0.082
H: 3.194922 1.315362 -0.746406  0.116
H: 4.942268 1.636156 -2.370751  0.119
H: 4.319456 2.512704 -4.714831  0.088
H: 1.892008 2.924724 -5.300973  0.097
H: 0.132423 2.721235 -3.557128  0.119
H: -0.514731 3.913015 0.883254  0.112
H: 0.898189 5.243109 2.442263  0.108
H: 2.998812 4.176851 3.349630  0.067
H: 3.748397 2.111060 2.725146  0.082
H: 2.243777 0.569029 1.172124  0.097
H: 2.238555 -2.583070 1.475984  0.081
H: 3.558942 -2.420256 3.606910  0.096
H: 2.480614 -1.378885 5.602414  0.085
H: 0.426920 -0.005387 5.301701  0.116
H: -0.473586 0.352200 3.089539  0.058
H: 1.751485 -3.079596 -0.561306  0.110
H: 1.374033 -5.360992 -1.530938  0.104
H: -0.827518 -6.249154 -1.759497  0.092
H: -2.745715 -5.290544 -0.380632  0.124
H: -2.348296 -3.141397 0.821704  0.098
S: -4.722814 1.592740 4.258635  0.399
C: -3.889834 0.873129 3.030727  -1.907
S: -3.122960 -0.635314 3.120757  0.496
S: -3.663508 1.731397 1.603506  0.536
F: -4.381961 -1.730450 -0.016064  0.027
C: -4.121851 -0.679526 -0.855387  -0.226
C: -3.215781 0.361269 -0.604550  -0.269
C: -3.033734 1.376806 -1.559219  -0.284
F: -2.417649 2.526697 -1.149953  -0.039
C: -3.635485 1.275827 -2.802573  -0.121
F: -3.479862 2.246101 -3.771096  0.047
C: -4.648646 0.305865 -3.006235  -0.124
F: -5.366985 0.287211 -4.171692  0.066
C: -4.892304 -0.640555 -2.020996  -0.179
F: -5.938820 -1.444145 -2.172165  0.102

Cartesian forces, eV/Å:
1.78 -1.02 0.13
0.69 -0.60 0.10
1.07 -2.53 0.88
-3.39 1.28 0.19
1.42 -0.88 -1.44
-0.55 -0.80 2.86
1.78 0.26 -2.11
-1.05 -0.14 0.71
1.23 0.17 0.67
-0.55 0.80 1.18
-0.79 -0.21 -0.39
1.00 0.29 -0.92
0.10 0.08 1.03
-1.36 -1.65 -2.15
-1.75 1.50 0.11
1.26 -0.81 0.47
0.28 1.31 0.25
0.33 -0.49 0.63
-0.03 0.52 0.61
-0.14 -0.62 1.38
0.19 0.27 -2.13
-0.24 0.40 0.89
-0.46 0.43 -2.44
-0.13 -0.12 -1.32
1.03 1.50 0.32
-0.59 -1.56 -0.17
0.36 0.62 0.53
-0.69 -0.99 0.64
-0.06 1.05 0.57
-0.78 0.19 -0.14
-0.02 0.38 -0.06
0.40 0.64 0.42
-0.60 0.72 -1.54
-1.31 0.44 -0.63
-0.07 -0.11 -0.06
0.17 -0.27 0.23
1.04 -0.78 0.20
0.56 -0.64 0.03
0.12 -0.91 -0.21
0.93 1.30 1.14
0.89 -1.04 0.36
0.32 1.38 0.03
0.17 0.23 -0.08
-0.45 0.02 -0.28
0.57 -0.25 0.61
0.30 -0.28 0.03
0.29 -0.70 0.34
-0.99 -0.44 0.18
0.03 0.62 -0.19
-0.21 -0.32 -0.12
1.03 0.72 -0.47
0.22 -0.18 -0.58
-0.45 -0.19 0.76
-0.78 0.90 1.26
-0.02 -0.85 -0.22
-0.69 2.20 0.19
0.43 0.83 -0.25
0.18 1.18 -1.07
-1.17 -1.83 -1.86
-0.57 -0.64 0.97
-0.51 -0.52 -0.91
-1.07 0.68 -0.54
0.02 -0.80 0.79
0.84 0.28 -0.22
0.53 0.10 0.91
0.29 0.56 0.13
-0.44 -0.73 -0.25

=====

ORCA calculation (wB97M-V/def2-TZVPD) on an isolated molecule of C4H6O2.

- HOMO energy (eV) = -9.75
- SMILES = O=CC1(O)CC1
- orbital gap (eV) = 10.601
- spin multiplicity = 1

Each line ends with the Löwdin charge.
Atoms and positions in Å:
O: 2.326355 0.888863 0.068173  0.064
C: 1.520636 -0.005296 0.210230  -0.166
C: 0.114599 0.181395 -0.277249  -0.482
O: 0.002624 1.098529 -1.326476  0.027
C: -0.936477 -0.872760 -0.280883  -0.071
C: -0.940214 0.139971 0.827291  -0.051
H: 1.745534 -0.971100 0.704323  0.140
H: 0.878100 1.490462 -1.468943  0.097
H: -0.630609 -1.892330 -0.073599  0.107
H: -1.682049 -0.740012 -1.059682  0.117
H: -0.699640 -0.235556 1.826192  0.108
H: -1.698857 0.917831 0.850622  0.113

Cartesian forces, eV/Å:
-0.10 -0.78 -0.01
-0.49 0.45 -0.34
0.25 0.15 -0.20
0.03 0.21 0.33
0.10 -0.24 -0.05
-0.25 -0.15 0.35
0.10 0.23 0.16
-0.14 0.06 0.27
-0.20 0.03 0.09
0.23 -0.12 0.06
0.28 0.26 -0.37
0.19 -0.10 -0.30

=====

ORCA calculation (wB97M-V/def2-TZVPD) on a structure of composition C7H23O11PV.

- HOMO energy (eV) = 4.08
- orbital gap (eV) = 2.668
- spin multiplicity = 1
- total charge = -3

Each line ends with the Löwdin charge.
Atoms and positions in Å:
O: -1.074855 -0.675389 0.208899  -0.436
V: 0.391456 -0.050145 0.150917  0.886
O: 1.488006 -1.179321 0.267310  -0.431
P: 1.472742 1.445556 -2.154206  -0.110
O: 2.074917 1.619892 -0.717196  -0.487
O: 0.634568 2.740823 -2.282885  -0.509
O: 0.536515 0.210478 -2.034249  -0.413
O: 2.381785 1.101562 -3.376829  -0.529
C: -2.726020 3.089334 0.525282  -0.086
C: -1.707530 2.432168 1.478535  -0.592
C: -2.445226 1.416898 2.347598  -0.112
O: -0.473007 2.052894 0.908949  -0.287
H: -2.205699 3.765866 -0.152722  0.080
H: -3.480879 3.623892 1.101934  0.043
H: -3.264718 2.383233 -0.106647  0.050
H: -1.499326 3.259679 2.156745  0.085
H: -1.971315 0.985621 3.229366  0.041
H: -2.679627 0.477559 1.846798  0.053
H: -3.454690 1.717206 2.628484  0.043
C: -2.818776 0.534186 -2.622337  -0.198
O: -2.381220 1.849618 -2.602249  -0.123
H: -2.638752 0.127212 -1.627320  0.052
H: -3.890725 0.615328 -2.802436  0.050
H: -2.291831 -0.160859 -3.276042  0.079
H: -3.011611 2.448835 -2.195851  0.043
C: 0.965255 -4.487412 0.538490  -0.206
O: -0.084278 -4.604792 1.421173  -0.122
H: 1.817388 -5.150274 0.688737  0.061
H: 0.649132 -4.562580 -0.501948  0.081
H: 1.220237 -3.427672 0.544316  0.056
H: 0.149547 -4.140122 2.228017  0.075
C: 3.668418 -2.067688 -2.148239  -0.171
O: 2.454624 -2.402817 -2.809157  -0.128
H: 3.778238 -3.023396 -1.635732  0.057
H: 4.532930 -1.909590 -2.793008  0.056
H: 3.506773 -1.160846 -1.565472  0.075
H: 2.709540 -3.185517 -3.303117  0.042
C: 1.956748 0.702499 3.035952  -0.180
O: 0.657243 0.189434 2.949326  -0.140
H: 2.609724 0.273722 3.796131  0.051
H: 2.491222 0.535492 2.100786  0.068
H: 1.912640 1.777083 3.213253  0.082
H: 0.040438 0.812346 3.340646  0.050

Cartesian forces, eV/Å:
-0.34 -0.75 0.33
-0.21 4.43 -4.58
0.73 -1.28 1.30
0.01 3.32 -1.14
0.51 -2.00 1.07
0.46 -0.47 -1.22
-1.92 -2.32 3.12
0.11 0.48 1.30
0.16 -0.32 -0.59
1.78 -0.38 -0.52
-0.85 -1.66 -0.25
-1.41 -0.90 0.90
0.14 0.07 0.09
-0.15 0.28 0.20
0.06 -0.40 -0.01
0.24 0.69 0.69
0.53 0.66 0.42
0.34 -0.04 -0.89
-0.16 0.70 0.40
-0.73 -0.02 1.67
1.18 1.19 -1.33
-0.19 -0.45 0.22
-0.53 -1.01 -0.36
0.16 0.72 -0.50
0.06 -0.45 0.19
0.79 1.94 -1.51
-1.40 -1.42 1.28
0.12 -0.17 0.33
-0.46 -0.59 0.04
1.01 0.11 -0.04
-0.08 0.23 -0.19
-0.74 -0.53 0.23
-0.10 0.31 -1.15
1.23 0.41 1.36
-0.01 0.13 -0.50
-0.13 -0.28 0.26
-0.43 -0.09 -0.28
0.69 0.94 -0.51
-0.07 -1.04 0.43
-0.29 -0.47 0.62
-0.23 0.12 -0.26
0.16 0.15 -0.17
-0.03 0.18 -0.49

=====

For each record above, in turn, the calculated maximum force values are 2.3 4.5 3.6 0.8 6.4 eV Å⁻¹.